Computed, not measured: C11H23NO7V as an isolated structure in a non-equilibrium geometry, with the ωB97M-V functional and the def2-TZVPD basis.

The highest occupied orbital energy (spin up / spin down) is 0.007 / 0.000 Eh. The charge is -2. The calculation puts the orbital gap (spin up / spin down) at 0.163 / 0.170 hartree. As for the total energy: -53288.25958 eV. Its multiplicity is 4. The expectation value of S² is 3.755.

Each line ends with the Mulliken spin population.
Positions of all 43 atoms, in Å:
V (0.08675, 0.19238, -0.62591)  2.919
C (-0.12460, -1.92574, -4.76577)  0.000
C (0.61465, -1.86027, -3.43702)  0.003
O (0.57305, -0.79156, -2.76194)  0.004
O (1.17748, -2.85772, -2.94227)  0.004
H (0.30854, -2.59953, -5.50502)  0.000
H (-0.20735, -0.91373, -5.16211)  0.000
H (-1.12899, -2.24740, -4.49040)  0.000
C (0.20845, 3.74947, -2.80287)  -0.002
C (-0.00649, 2.62178, -1.76681)  0.000
O (0.88056, 2.31420, -0.99019)  0.010
O (-0.95679, 1.89435, -1.80465)  0.019
H (-0.02027, 3.20994, -3.72194)  0.000
H (1.26000, 4.03371, -2.76346)  0.000
H (-0.36262, 4.67470, -2.72591)  0.000
C (-3.28210, -1.78589, 0.00018)  0.006
C (-2.01208, -2.76728, -0.19033)  -0.007
O (-0.83626, -2.04859, -0.32196)  0.007
H (-3.50359, -0.98285, -0.70279)  0.002
H (-3.14268, -1.10483, 0.83971)  0.001
H (-4.28639, -2.20271, -0.07575)  0.002
H (-2.21387, -3.23862, -1.15221)  0.000
H (-1.97847, -3.74767, 0.28486)  0.000
C (3.25351, -1.11114, 2.02368)  -0.002
C (2.86972, -0.33245, 0.77288)  0.016
O (1.92806, -0.98143, -0.01372)  0.003
H (2.61216, -1.20562, 2.89995)  0.000
H (4.10074, -0.55470, 2.42450)  -0.001
H (3.75067, -2.06212, 1.83242)  0.000
H (3.66323, 0.05296, 0.13265)  -0.001
H (2.73498, 0.70994, 1.06163)  -0.005
C (-0.60475, -0.69366, 3.29996)  0.005
C (-0.60547, 0.56549, 2.53831)  0.005
O (-0.64915, 0.69034, 1.34019)  0.005
N (-0.47439, 1.61482, 3.35609)  0.006
C (-0.32377, 2.98458, 2.91130)  0.001
H (-1.26284, -1.33320, 2.71174)  -0.001
H (-0.96430, -0.58774, 4.32348)  0.000
H (0.39563, -1.09788, 3.14516)  0.001
H (-0.57847, 1.42195, 4.34202)  0.000
H (-1.21613, 3.59685, 3.04135)  0.001
H (-0.05859, 3.20755, 1.87783)  0.000
H (0.38209, 3.49947, 3.56303)  0.000